ORCA calculation (ωB97M-V with the def2-TZVPD basis set) on a 3-piece molecular cluster, C3H9N4 overall.

Bonds (Å) are listed after each position.
CARTESIAN COORDINATES (ANGSTROEM)
1 H -0.188 -0.467 -1.789  C13 1.083
2 C 0.454 0.738 -0.122  N10 1.332, C13 1.552, N15 1.295
3 N -1.558 -0.528 -0.260  H5 0.979, H11 1.013, C13 1.361
4 H -0.674 0.797 2.628  no bonds
5 H -1.695 -0.923 0.625  N3 0.979
6 H 0.687 -2.513 -0.239  N8 1.043
7 H -1.216 1.665 -0.334  N10 0.993
8 N 0.795 -1.490 -0.413  H6 1.043, C12 1.381, C13 1.486
9 H 0.175 2.724 -0.366  N10 0.963
10 N -0.244 1.862 -0.276  C2 1.332, H7 0.993, H9 0.963
11 H -2.267 -0.901 -0.881  N3 1.013
12 C 1.867 -0.751 0.047  N8 1.381, N15 1.342, H16 1.040
13 C -0.274 -0.500 -0.709  H1 1.083, C2 1.552, N3 1.361, N8 1.486
14 H -0.384 0.900 1.841  no bonds
15 N 1.723 0.583 0.088  C2 1.295, C12 1.342
16 H 2.799 -1.196 0.160  C12 1.040

Summary:
Orbital gap (eV): 9.85
ΔE to the lowest compared entry with this formula, charge and spin (kcal/mol): 54.0
Max |F| (hartree/bohr): 0.08124
Total charge: +1
LUMO (eV): -4.85
Highest occupied orbital energy (eV): -14.7
DFT total energy (eV): -9209.282

Atom charges from the Mulliken analysis, given in e for atoms 1 to 6: number 1, H, carries 0.3584; number 2, C, carries 0.1513; number 3, N, carries -0.4742; number 4, H, carries 0.2634; number 5, H, carries 0.2368; number 6, H, carries 0.2649